Molecular formula: C19H15N4O4PdS5
Method: DFT, ωB97M-V/def2-TZVPD

Values from the calculation:
HOMO-LUMO gap: 6.64 eV
Net charge: -1
E_HOMO: -5.36 eV
Energy above the lowest of the compared OMol25 structures with the same formula, charge and spin: 1.037 eV
E_LUMO: 1.275 eV

Structure (XYZ):
```
48
Properties=species:S:1:pos:R:3:mulliken_charge:R:1
Pd -0.945 1.632 -0.805 0.26
N -2.434 -1.079 0.357 -0.10
C -2.261 -1.198 -1.007 0.70
C -3.171 -1.993 -1.724 -0.84
C -2.999 -2.137 -3.079 -0.47
C -1.931 -1.497 -3.709 -1.00
C -1.102 -0.731 -2.925 -0.57
N -1.251 -0.572 -1.602 0.57
C -1.589 -0.499 1.321 0.79
C -1.411 -1.185 2.521 -0.86
C -0.633 -0.620 3.510 -0.45
C -0.071 0.630 3.286 -0.74
C -0.297 1.239 2.075 -0.20
N -1.040 0.690 1.097 -0.02
H -3.075 -1.748 0.746 0.28
H -3.993 -2.471 -1.208 0.39
H -3.694 -2.739 -3.651 0.39
H -1.768 -1.566 -4.774 0.45
H -0.272 -0.189 -3.365 0.46
H -1.844 -2.170 2.640 0.31
H -0.400 -1.151 4.423 0.45
H 0.578 1.071 4.027 0.42
H 0.133 2.202 1.840 0.45
O -1.826 1.335 -5.760 -0.59
C -1.466 1.942 -4.784 0.65
S 0.241 2.415 -4.536 -0.18
C 0.092 3.188 -2.969 0.14
C -1.217 2.992 -2.343 -0.13
S -1.718 3.769 -0.893 -0.27
S -2.503 2.449 -3.471 -0.14
S 1.405 3.955 -2.365 -0.22
N 1.548 0.679 -1.144 -0.28
C 2.044 0.203 0.092 0.81
C 1.742 -1.097 0.492 -0.33
C 2.135 -1.556 1.737 -0.82
C 2.831 -0.726 2.607 -0.39
C 3.165 0.555 2.195 -0.72
C 2.773 1.023 0.947 -0.41
S 3.168 -1.273 4.282 1.29
O 3.319 -2.715 4.174 -0.74
O 1.967 -0.871 5.019 -0.67
O 4.363 -0.548 4.678 -0.71
H 1.533 -0.046 -1.846 0.27
H 2.047 1.490 -1.488 0.12
H 1.178 -1.738 -0.180 0.29
H 1.902 -2.563 2.059 0.47
H 3.730 1.185 2.870 0.45
H 3.021 2.032 0.636 0.41
```